Record 1
C25H24ClN3NiSb as an isolated structure. Source: the Open Molecules 2025 dataset; level of theory: wB97M-V/def2-TZVPD.

```
55
Properties=species:S:1:pos:R:3:mulliken_charge:R:1
Ni 0.24 0.36 -0.24 -0.236
C 3.07 2.16 0.50 -1.409
C 3.12 1.21 -0.65 1.257
C 4.34 0.95 -1.29 -0.869
C 4.39 0.07 -2.34 -0.536
C 3.20 -0.51 -2.78 -0.772
C 2.02 -0.20 -2.13 -0.072
N 2.00 0.62 -1.07 0.436
Sb 0.21 -0.92 -3.10 0.895
C -0.98 -1.70 -1.46 -0.131
C -1.65 -2.88 -1.69 -0.814
C -2.61 -3.31 -0.77 -0.483
C -2.88 -2.50 0.31 -0.889
C -2.17 -1.31 0.49 1.151
C -2.53 -0.41 1.63 -1.178
N -1.20 -0.94 -0.36 0.623
C -0.73 0.98 -2.87 0.269
C -1.34 1.63 -3.93 -0.903
C -1.92 2.87 -3.70 -0.361
C -1.86 3.41 -2.43 -0.849
C -1.22 2.71 -1.41 0.899
C -1.10 3.26 -0.02 -1.187
N -0.68 1.51 -1.64 0.439
H 3.83 2.93 0.39 0.544
H 3.26 1.64 1.44 0.300
H 2.09 2.64 0.56 -0.061
H 5.23 1.45 -0.93 0.493
H 5.32 -0.15 -2.84 0.422
H 3.19 -1.18 -3.64 0.432
H -1.44 -3.46 -2.58 0.446
H -3.13 -4.24 -0.91 0.453
H -3.64 -2.76 1.03 0.528
H -3.60 -0.20 1.59 0.531
H -1.99 0.53 1.59 -0.202
H -2.32 -0.90 2.58 0.235
H -1.36 1.18 -4.91 0.451
H -2.41 3.40 -4.50 0.427
H -2.30 4.37 -2.21 0.490
H -1.72 4.14 0.11 0.454
H -0.06 3.54 0.18 0.138
H -1.39 2.51 0.71 0.037
Cl 0.84 -3.33 0.88 -0.184
C 0.28 -2.48 2.30 0.842
C -0.30 -3.23 3.32 -0.647
C -0.69 -2.60 4.49 -0.463
C -0.47 -1.24 4.63 -0.803
C 0.10 -0.51 3.60 -0.300
C 0.48 -1.11 2.39 -0.258
C 1.13 -0.29 1.34 -1.311
H -0.43 -4.29 3.19 0.461
H -1.13 -3.17 5.29 0.418
H -0.74 -0.74 5.55 0.395
H 0.27 0.55 3.72 0.381
H 1.99 -0.77 0.86 0.718
H 1.39 0.68 1.75 0.357
```

Energy above the lowest of the compared OMol25 structures with the same formula, charge and spin in kJ/mol: 26.16
LUMO (spin up / spin down) in Ha: -0.1034 / -0.1034
Kohn-Sham gap (spin up / spin down) in eV: 7.839 / 7.875
F_max in eV/A: 0.6
Spin multiplicity: 1
Total charge: +1

Record 2
An isolated ion of composition C4H12IN2 and charge +1 in a non-equilibrium geometry. Source: the Open Molecules 2025 dataset; level of theory: wB97M-V/def2-TZVPD.

```
19
Properties=species:S:1:pos:R:3:mulliken_charge:R:1
C -1.61 2.28 -0.14 -1.011
C 1.11 -1.66 -0.80 -0.819
C 0.64 -0.76 1.46 -0.985
C -0.28 0.34 -0.60 -0.396
N -1.29 0.88 0.17 -0.532
N 0.19 -0.95 0.10 0.103
I -3.21 -0.28 0.01 0.174
H -2.35 2.75 0.45 0.380
H -0.73 2.89 0.19 0.364
H -1.97 2.52 -1.09 0.437
H 2.06 -1.14 -0.73 0.352
H 1.26 -2.63 -0.26 0.347
H 0.53 -1.77 -1.71 0.393
H 1.54 -0.24 1.59 0.409
H -0.07 -0.53 2.29 0.302
H 0.89 -1.87 1.77 0.398
H -0.57 -0.08 -1.64 0.277
H 0.55 1.09 -0.80 0.488
H -0.64 -1.51 0.33 0.318
```

Energy above the lowest of the compared OMol25 structures with the same formula, charge and spin in kJ/mol: 236.41
LUMO in Ha: -0.1759
Kohn-Sham gap in eV: 8.518
SMILES string: CN(I)C[NH+](C)C
F_max in eV/A: 5.2
Spin multiplicity: 1
Total charge: +1

Record 3
One molecule with the formula C3H3ClN2 in a non-equilibrium geometry. Source: the Open Molecules 2025 dataset; level of theory: wB97M-V/def2-TZVPD.

```
9
Properties=species:S:1:pos:R:3:mulliken_charge:R:1
C -0.23 -1.47 -0.42 -0.056
C 0.81 -2.07 0.16 0.061
C 0.48 0.52 0.47 0.004
N -0.37 -0.17 -0.42 -0.496
N 1.23 -0.20 1.31 -0.399
Cl 1.56 -3.52 0.43 -0.091
H -0.83 -2.08 -0.99 0.455
H 1.24 1.08 -0.08 0.267
H -0.03 1.23 1.18 0.256
```

Energy above the lowest of the compared OMol25 structures with the same formula, charge and spin in kJ/mol: 231.16
<S²>: 2.18
LUMO (spin up / spin down) in Ha: -0.0142 / -0.0580
Kohn-Sham gap (spin up / spin down) in eV: 8.001 / 7.533
F_max in eV/A: 5.1
Spin multiplicity: 3

Record 4
An isolated ion of composition C7H8NO3S and charge -1 in a non-equilibrium geometry. Source: the Open Molecules 2025 dataset; level of theory: wB97M-V/def2-TZVPD.

```
20
Properties=species:S:1:pos:R:3:mulliken_charge:R:1
C 0.95 -0.29 0.24 -0.001
C 1.78 -1.22 0.23 0.184
C -0.27 1.45 0.56 0.191
C 0.83 0.70 1.36 -0.699
C 2.59 -2.27 0.51 -1.184
C -0.28 0.34 -0.44 0.940
C -0.52 0.64 -1.93 -1.157
N -0.80 2.55 0.79 -0.821
O -2.95 0.00 -0.89 -0.675
O -1.64 -1.97 -0.60 -0.641
O -2.21 -0.67 1.38 -0.677
S -1.95 -0.70 -0.04 1.176
H 0.41 0.35 2.26 0.236
H 1.58 1.38 1.59 0.411
H 3.69 -2.12 0.43 0.238
H 2.27 -3.11 1.17 0.262
H 0.38 0.47 -2.53 0.331
H -0.93 1.64 -1.87 0.250
H -1.36 -0.07 -2.30 0.376
H -1.55 2.91 0.08 0.259
```

Energy above the lowest of the compared OMol25 structures with the same formula, charge and spin in kJ/mol: 243.68
LUMO in Ha: 0.1328
Kohn-Sham gap in eV: 8.905
SMILES string: [H]/N=C1/CC(=C=C)[C@@]1(C)S(=O)(=O)[O-]
F_max in eV/A: 6.5
Spin multiplicity: 1
Total charge: -1

Record 5
C30H34MnN6OS as an isolated structure. Source: the Open Molecules 2025 dataset; level of theory: wB97M-V/def2-TZVPD.

```
73
Properties=species:S:1:pos:R:3:mulliken_charge:R:1
Mn 0.29 0.64 -1.15 0.635
C 0.70 -1.38 -3.39 -1.099
C -0.56 -0.73 -3.98 -0.986
C -0.51 0.77 -4.12 0.670
C -0.81 1.37 -5.34 -0.979
C -0.77 2.75 -5.46 -0.336
C -0.43 3.51 -4.35 -0.913
C -0.14 2.85 -3.17 -0.219
N -0.18 1.52 -3.05 0.171
N 0.73 -1.47 -1.91 1.303
C -0.27 -2.42 -1.39 -1.962
C -1.57 -1.77 -0.97 1.132
C -2.73 -2.51 -0.86 -1.143
C -3.88 -1.89 -0.40 -0.664
C -3.84 -0.54 -0.08 -0.969
C -2.65 0.13 -0.22 -0.455
N -1.53 -0.47 -0.66 1.146
C 2.10 -1.85 -1.49 -1.418
C 3.04 -0.68 -1.57 0.601
C 4.38 -0.83 -1.90 -0.912
C 5.20 0.28 -1.88 -0.449
C 4.67 1.51 -1.53 -0.875
C 3.33 1.59 -1.21 -0.495
N 2.53 0.51 -1.23 0.536
H 1.58 -0.82 -3.71 0.520
H 0.80 -2.39 -3.80 0.453
H -1.44 -1.01 -3.40 0.235
H -0.72 -1.15 -4.97 0.585
H -1.06 0.75 -6.19 0.477
H -1.00 3.23 -6.40 0.438
H -0.38 4.59 -4.39 0.457
H 0.13 3.41 -2.28 0.427
H 0.15 -2.91 -0.51 0.529
H -0.47 -3.22 -2.12 0.482
H -2.73 -3.56 -1.12 0.568
H -4.80 -2.45 -0.31 0.469
H -4.72 -0.02 0.27 0.524
H -2.56 1.18 0.02 0.375
H 2.48 -2.69 -2.08 0.545
H 2.06 -2.17 -0.44 0.503
H 4.76 -1.81 -2.16 0.530
H 6.25 0.19 -2.13 0.459
H 5.29 2.40 -1.50 0.463
H 2.87 2.52 -0.93 0.414
C 0.66 2.86 5.43 -1.190
C -0.08 3.42 4.22 -0.267
C -1.00 2.40 3.56 -1.147
N -0.26 1.23 3.06 0.259
C 0.27 1.12 1.86 0.188
S 0.20 2.38 0.70 -0.394
N 0.90 -0.05 1.50 0.036
C 0.88 -1.36 2.03 0.159
O 1.83 -2.07 1.77 -0.606
C -0.32 -1.82 2.75 -0.146
C -1.60 -1.44 2.34 1.352
C -2.71 -1.95 2.99 -1.371
C -2.54 -2.83 4.06 -0.562
C -1.27 -3.21 4.47 -0.822
C -0.16 -2.72 3.80 -0.358
H 1.27 3.64 5.89 0.374
H 1.34 2.05 5.15 0.288
H -0.04 2.49 6.18 0.316
H 0.62 3.80 3.47 0.215
H -0.71 4.26 4.52 0.427
H -1.54 2.83 2.72 0.473
H -1.72 2.01 4.27 0.475
H -0.13 0.46 3.70 0.328
H 1.72 0.10 0.91 0.175
H -1.73 -0.76 1.50 0.098
H -3.71 -1.68 2.67 0.515
H -3.41 -3.22 4.57 0.457
H -1.15 -3.90 5.29 0.439
H 0.84 -3.02 4.09 0.517
```

Energy above the lowest of the compared OMol25 structures with the same formula, charge and spin in kJ/mol: 0.00
<S²>: 8.75
LUMO (spin up / spin down) in Ha: -0.1918 / -0.1953
Kohn-Sham gap (spin up / spin down) in eV: 8.911 / 9.275
F_max in eV/A: 0.6
Spin multiplicity: 6
Total charge: +2

spin multiplicity of number 1 (C25H24ClN3NiSb)?
1

Among the records above, which one has the lowest energy above the lowest of the compared OMol25 structures with the same formula, charge and spin?
C30H34MnN6OS

Which of these has the highest F_max?
C7H8NO3S